No. 1
Computed, not measured: C64H68BrN9O3SiSr as an isolated structure at a distorted geometry, with the ωB97M-V functional and the def2-TZVPD basis.

Properties
Total energy, a.u.: -6092.4135
HOMO energy (spin up / spin down), eV: -6.32 / -6.32

Geometry as ORCA input:
```
! RIJCOSX wB97M-V def2-TZVPD def2/J DEFGRID3
* xyz 0 1
Sr -0.390 -0.338 1.134
N 2.415 1.959 1.775
C 3.126 0.786 1.790
C 4.434 0.743 2.311
C 5.121 -0.443 2.301
C 4.517 -1.581 1.761
C 3.246 -1.443 1.254
N 2.552 -0.294 1.243
H 2.818 2.681 2.355
H 1.401 1.875 1.974
H 4.870 1.643 2.726
H 6.123 -0.493 2.709
H 5.016 -2.538 1.730
H 2.750 -2.299 0.816
C 4.546 -4.283 -2.366
C 5.453 -3.364 -2.881
C 5.114 -2.021 -2.942
C 3.870 -1.566 -2.491
C 2.985 -2.500 -1.961
C 3.312 -3.848 -1.905
Si 3.431 0.243 -2.673
C 4.889 1.296 -2.190
C 5.360 2.378 -2.939
C 6.429 3.144 -2.493
C 7.046 2.842 -1.287
C 6.594 1.769 -0.530
C 5.526 1.008 -0.977
C 2.804 0.593 -4.397
C 2.434 1.883 -4.797
C 1.917 2.127 -6.059
C 1.744 1.077 -6.952
C 2.092 -0.211 -6.574
C 2.613 -0.449 -5.310
H 4.802 -5.334 -2.320
H 6.421 -3.695 -3.235
H 5.831 -1.313 -3.345
H 2.031 -2.176 -1.559
H 2.603 -4.562 -1.501
H 4.903 2.620 -3.891
H 6.783 3.974 -3.090
H 7.878 3.440 -0.939
H 7.071 1.525 0.411
H 5.185 0.171 -0.377
H 2.540 2.711 -4.105
H 1.644 3.135 -6.346
H 1.338 1.264 -7.938
H 1.950 -1.035 -7.261
H 2.868 -1.463 -5.026
N -1.493 4.206 -3.736
C -1.071 3.167 -2.949
C 0.157 3.214 -2.283
C 0.518 2.160 -1.473
N -0.244 1.082 -1.261
C -1.415 1.043 -1.902
C -1.867 2.039 -2.742
H -0.813 4.879 -4.041
H -2.255 4.044 -4.371
H 0.820 4.064 -2.391
H 1.463 2.186 -0.939
H -2.031 0.170 -1.725
H -2.830 1.940 -3.226
C 2.613 -1.651 5.190
C 1.680 -0.471 5.265
C 1.447 0.174 6.481
C 0.571 1.247 6.519
C 0.290 1.955 7.819
C -0.060 1.696 5.362
C 0.160 1.099 4.101
C 1.045 -0.016 4.129
N -0.349 1.456 2.879
C -1.216 2.627 2.739
C -1.512 2.756 1.233
C -2.429 3.937 0.911
C -3.756 3.760 1.651
C -3.486 3.670 3.155
C -2.794 4.953 3.628
C -1.475 5.146 2.871
C -1.759 5.233 1.370
C -0.550 3.957 3.150
C -2.580 2.468 3.439
H 2.344 -2.417 5.919
H 3.641 -1.349 5.403
H 2.607 -2.103 4.197
H 1.940 -0.165 7.385
H 0.773 1.453 8.657
H -0.782 1.997 8.021
H 0.654 2.985 7.791
H -0.740 2.527 5.462
H 1.241 -0.552 3.206
H -1.999 1.839 0.876
H -0.559 2.869 0.709
H -2.604 3.971 -0.169
H -4.258 2.850 1.309
H -4.421 4.602 1.435
H -4.431 3.545 3.690
H -2.602 4.898 4.705
H -3.449 5.815 3.462
H -0.991 6.067 3.208
H -0.822 5.384 0.823
H -2.405 6.089 1.153
H -0.266 3.953 4.202
H 0.378 4.063 2.573
H -3.044 1.549 3.064
H -2.459 2.339 4.515
C -5.453 -2.098 -5.933
C -5.216 -2.436 -4.486
C -4.586 -1.540 -3.628
C -4.370 -1.846 -2.297
C -4.778 -3.077 -1.790
N -4.449 -3.325 -0.436
C -4.531 -4.509 0.195
O -4.992 -5.546 -0.248
N -4.053 -4.545 1.533
C -3.270 -3.710 2.287
C -3.265 -3.803 3.667
C -2.307 -3.120 4.389
C -1.253 -2.446 3.699
N -1.179 -2.332 2.410
C -2.351 -2.726 1.623
C -5.436 -3.979 -2.618
C -5.640 -3.647 -3.951
H -4.858 -1.237 -6.237
H -6.502 -1.857 -6.115
H -5.191 -2.932 -6.585
H -4.239 -0.587 -4.011
H -3.850 -1.161 -1.638
H -4.107 -2.520 0.091
H -4.421 -5.365 1.993
H -3.998 -4.426 4.166
H -2.301 -3.131 5.469
H -0.442 -2.018 4.280
H -2.008 -3.141 0.670
H -5.765 -4.930 -2.233
H -6.145 -4.362 -4.591
O -2.450 -0.825 0.288
O -3.123 -1.569 1.340
Br -0.837 -1.535 -4.198
C -1.134 -2.996 -3.023
C -2.089 -3.946 -3.367
C -2.263 -5.011 -2.507
C -1.482 -5.090 -1.359
C -0.568 -4.081 -1.126
N -0.396 -3.033 -1.938
H -2.688 -3.828 -4.258
H -3.012 -5.764 -2.716
H -1.591 -5.907 -0.660
H 0.060 -4.102 -0.239
*
```

No. 2
Computed, not measured: a 12-piece molecular cluster, C64H68Cl4 overall at a distorted geometry, with the ωB97M-V functional and the def2-TZVPD basis.

Properties
Total energy, a.u.: -4320.2174
HOMO energy, eV: -9.03
Structure (SMILES): c1ccccc1.c1ccccc1.c1ccccc1.c1ccccc1.c1ccccc1.c1ccccc1.c1ccccc1.c1ccccc1.c1ccccc1.c1ccccc1.ClCCCl.ClCCCl

Geometry as ORCA input:
```
! RIJCOSX wB97M-V def2-TZVPD def2/J DEFGRID3
* xyz 0 1
C 0.122 1.104 -5.250
C 0.076 0.941 -3.853
C -0.560 -0.196 -3.264
C -1.151 -1.131 -4.111
C -1.259 -0.891 -5.503
C -0.666 0.258 -6.064
H 0.641 1.932 -5.696
H 0.730 1.603 -3.264
H -0.416 -0.408 -2.225
H -1.526 -2.044 -3.739
H -1.889 -1.513 -6.092
H -0.691 0.451 -7.145
C 0.760 -4.004 -1.563
C 1.815 -3.992 -0.663
C 2.122 -5.161 0.066
C 1.347 -6.307 -0.090
C 0.249 -6.218 -0.953
C -0.049 -5.116 -1.644
H 0.560 -3.034 -2.042
H 2.491 -3.186 -0.582
H 2.939 -5.146 0.759
H 1.571 -7.221 0.469
H -0.305 -7.190 -1.068
H -0.916 -5.072 -2.296
C -4.550 -1.786 0.983
C -3.792 -2.259 2.065
C -2.572 -2.909 1.838
C -2.096 -2.957 0.566
C -2.867 -2.527 -0.516
C -4.099 -1.917 -0.317
H -5.464 -1.296 1.207
H -4.121 -2.132 3.103
H -1.948 -3.416 2.591
H -1.099 -3.339 0.359
H -2.455 -2.513 -1.563
H -4.668 -1.586 -1.176
C -5.293 1.733 2.370
C -6.479 1.872 1.680
C -6.449 1.870 0.307
C -5.246 1.719 -0.406
C -4.069 1.546 0.328
C -4.099 1.510 1.724
H -5.257 1.771 3.432
H -7.333 2.075 2.263
H -7.406 2.079 -0.227
H -5.213 1.847 -1.467
H -3.139 1.428 -0.195
H -3.209 1.538 2.274
C 4.524 -3.803 3.400
C 5.136 -4.153 2.241
C 5.434 -3.160 1.292
C 4.992 -1.852 1.440
C 4.426 -1.454 2.657
C 4.156 -2.479 3.578
H 4.252 -4.591 4.142
H 5.553 -5.134 2.006
H 5.974 -3.458 0.404
H 5.196 -1.156 0.667
H 4.120 -0.447 2.811
H 3.628 -2.211 4.486
C 0.596 -0.932 0.461
C 1.916 -0.439 0.543
C 2.103 0.917 0.559
C 1.015 1.831 0.611
C -0.214 1.278 0.663
C -0.477 -0.077 0.488
H 0.494 -1.998 0.426
H 2.727 -1.093 0.575
H 3.113 1.335 0.632
H 1.289 2.846 0.599
H -1.035 1.941 0.635
H -1.544 -0.408 0.455
C -1.013 5.338 -0.644
C -1.249 4.334 -1.537
C -2.099 4.472 -2.604
C -2.760 5.704 -2.651
C -2.537 6.759 -1.737
C -1.591 6.558 -0.735
H -0.312 5.139 0.144
H -0.602 3.413 -1.387
H -2.357 3.675 -3.296
H -3.485 5.812 -3.433
H -3.081 7.752 -1.690
H -1.390 7.395 -0.074
C -0.472 -4.382 5.195
C -0.133 -5.341 4.259
C 0.578 -4.998 3.150
C 1.013 -3.722 2.971
C 0.660 -2.752 3.829
C -0.111 -3.036 4.981
H -1.185 -4.736 5.994
H -0.382 -6.374 4.453
H 0.940 -5.720 2.374
H 1.667 -3.517 2.128
H 1.061 -1.796 3.771
H -0.418 -2.307 5.705
C 2.173 4.935 -2.387
C 1.814 4.321 -3.655
C 2.578 3.305 -4.177
C 3.719 2.878 -3.546
C 4.067 3.495 -2.355
C 3.355 4.554 -1.794
H 1.574 5.744 -2.018
H 0.807 4.538 -4.088
H 2.234 2.689 -4.969
H 4.276 2.014 -3.950
H 5.011 3.126 -1.867
H 3.663 5.005 -0.861
C 4.497 -0.722 -2.234
C 3.194 -0.966 -2.735
C 2.962 -2.127 -3.422
C 3.920 -3.132 -3.625
C 5.179 -2.907 -3.100
C 5.472 -1.717 -2.428
H 4.666 0.188 -1.720
H 2.474 -0.218 -2.574
H 1.956 -2.158 -3.846
H 3.752 -3.997 -4.241
H 6.052 -3.625 -3.305
H 6.503 -1.421 -2.204
Cl -2.888 4.213 2.660
C -4.081 4.618 1.365
C -4.465 6.094 1.422
Cl -5.740 6.373 0.181
H -4.871 3.884 1.403
H -3.603 4.373 0.454
H -3.661 6.729 1.095
H -4.836 6.427 2.414
Cl 1.608 1.052 5.241
C 0.022 1.284 4.493
C -0.897 2.244 5.229
Cl -1.337 1.480 6.742
H -0.305 0.270 4.313
H 0.159 1.716 3.520
H -1.816 2.467 4.748
H -0.372 3.188 5.474
*
```

No. 3
Computed, not measured: a 8-piece molecular cluster, C64H72N4O5 overall at a distorted geometry, with the ωB97M-V functional and the def2-TZVPD basis.

Properties
Total energy, a.u.: -3077.1515
HOMO energy, eV: -8.88
Structure (SMILES): CC(=O)N(C)CCCCc1cc2c(cc1CCOC=O)C(=O)C(CC(N)(N)N)=CC2=O.c1ccccc1.c1ccccc1.c1ccccc1.c1ccccc1.c1ccccc1.c1ccccc1.c1ccccc1

Geometry as ORCA input:
```
! RIJCOSX wB97M-V def2-TZVPD def2/J DEFGRID3
* xyz 0 1
C -3.032 -1.398 6.320
C -2.454 -0.201 5.606
O -2.816 0.906 5.924
N -1.504 -0.351 4.590
C -1.072 -1.730 4.346
C -1.883 0.356 3.360
C -0.872 1.429 2.945
C 0.584 0.969 2.908
C 1.080 0.501 1.511
C 2.521 0.933 1.328
C 3.473 0.327 2.164
C 4.803 0.707 2.084
C 5.186 1.683 1.171
C 4.267 2.282 0.320
C 2.914 1.904 0.392
C 1.914 2.561 -0.538
C 1.392 3.839 0.103
O 2.482 4.747 0.337
C 2.454 5.362 1.527
O 3.398 5.466 2.233
C 6.618 2.071 1.169
O 7.222 2.388 0.178
C 7.276 2.015 2.508
C 8.294 3.083 2.794
C 7.747 4.095 3.838
N 8.409 5.387 3.633
N 6.290 4.170 3.747
N 8.058 3.696 5.222
C 6.909 1.063 3.364
C 5.847 0.119 2.966
O 5.827 -1.040 3.296
H -4.062 -1.146 6.537
H -3.019 -2.312 5.737
H -2.497 -1.556 7.252
H -0.145 -1.739 3.782
H -1.812 -2.269 3.749
H -0.891 -2.259 5.272
H -1.909 -0.377 2.552
H -2.837 0.855 3.483
H -1.159 1.853 1.984
H -0.938 2.229 3.681
H 1.202 1.821 3.183
H 0.799 0.199 3.641
H 1.087 -0.587 1.472
H 0.446 0.887 0.727
H 3.172 -0.417 2.887
H 4.555 3.036 -0.394
H 2.397 2.817 -1.477
H 1.085 1.899 -0.746
H 0.889 3.607 1.039
H 0.691 4.330 -0.573
H 1.496 5.838 1.780
H 9.214 2.655 3.171
H 8.456 3.653 1.886
H 7.964 5.900 2.882
H 8.265 5.960 4.458
H 5.927 4.581 4.597
H 5.985 4.785 3.001
H 8.842 4.260 5.528
H 8.380 2.738 5.243
H 7.332 0.951 4.350
C 1.094 -1.579 -2.106
C 0.499 -2.548 -2.899
C 0.914 -3.870 -2.804
C 1.925 -4.220 -1.919
C 2.534 -3.246 -1.139
C 2.115 -1.926 -1.232
H 0.766 -0.548 -2.173
H -0.289 -2.275 -3.589
H 0.445 -4.630 -3.416
H 2.240 -5.253 -1.839
H 3.329 -3.514 -0.456
H 2.585 -1.163 -0.624
C -6.577 1.990 1.760
C -5.806 0.945 2.251
C -5.489 -0.129 1.432
C -5.945 -0.160 0.123
C -6.717 0.881 -0.370
C -7.032 1.958 0.448
H -6.818 2.830 2.398
H -5.453 0.968 3.275
H -4.884 -0.943 1.814
H -5.694 -0.999 -0.515
H -7.070 0.852 -1.393
H -7.632 2.772 0.063
C -5.225 -5.217 -0.375
C -4.677 -3.953 -0.202
C -3.434 -3.656 -0.739
C -2.735 -4.620 -1.449
C -3.276 -5.887 -1.619
C -4.522 -6.185 -1.080
H -6.197 -5.447 0.041
H -5.221 -3.198 0.353
H -3.009 -2.668 -0.606
H -1.767 -4.372 -1.864
H -2.729 -6.641 -2.169
H -4.946 -7.173 -1.211
C -4.284 -4.761 4.113
C -4.584 -5.329 5.343
C -4.475 -6.702 5.517
C -4.069 -7.505 4.460
C -3.777 -6.937 3.227
C -3.883 -5.564 3.054
H -4.365 -3.689 3.977
H -4.903 -4.703 6.167
H -4.706 -7.146 6.476
H -3.983 -8.575 4.596
H -3.466 -7.563 2.401
H -3.654 -5.119 2.094
C 0.831 4.035 -4.062
C 0.444 2.741 -4.391
C 0.195 2.407 -5.716
C 0.328 3.367 -6.710
C 0.707 4.661 -6.379
C 0.960 4.994 -5.056
H 1.034 4.294 -3.031
H 0.339 1.993 -3.615
H -0.102 1.398 -5.974
H 0.136 3.106 -7.742
H 0.807 5.409 -7.154
H 1.259 6.002 -4.799
C 2.826 0.148 -6.841
C 3.648 -0.506 -7.749
C 4.140 -1.770 -7.454
C 3.813 -2.380 -6.251
C 2.996 -1.724 -5.341
C 2.503 -0.461 -5.637
H 2.440 1.134 -7.070
H 3.906 -0.029 -8.685
H 4.780 -2.279 -8.163
H 4.196 -3.367 -6.022
H 2.745 -2.194 -4.399
H 1.866 0.051 -4.925
C -5.505 0.053 -4.243
C -4.176 0.440 -4.338
C -3.853 1.710 -4.796
C -4.861 2.591 -5.164
C -6.191 2.201 -5.076
C -6.513 0.932 -4.614
H -5.756 -0.936 -3.879
H -3.391 -0.248 -4.053
H -2.816 2.015 -4.868
H -4.610 3.582 -5.519
H -6.976 2.887 -5.366
H -7.550 0.629 -4.543
*
```